[1]
DFT (wB97M-V/def2-TZVPD) results for a molecular structure, C12H6IrN5OS3 at a distorted geometry.

Element x y z (Å)
Ir -0.080 -0.031 -0.493
S -2.175 -0.715 -1.935
S 0.982 4.505 -0.650
S -4.546 0.059 -0.119
O -0.289 -0.911 1.753
N 0.707 -1.923 -0.824
N 0.693 1.757 -0.811
N -2.095 0.746 0.218
N -0.257 -2.347 3.485
N 0.797 -5.495 2.263
C -0.036 -2.058 2.192
C -4.966 1.453 2.313
C 0.818 2.940 -0.736
C -2.757 1.253 1.316
C -2.195 1.982 2.360
C 0.680 -2.663 0.079
C -3.023 2.433 3.370
C -2.876 0.094 -0.605
C 0.474 -3.128 1.350
C 0.677 -4.437 1.821
C -4.137 0.996 1.299
C -4.394 2.170 3.349
H -0.049 -3.257 3.860
H -6.029 1.251 2.294
H -2.602 3.004 4.186
H -1.132 2.185 2.358
H -0.626 -1.633 4.086
H -5.020 2.528 4.156

- spin multiplicity = 5
- HOMO-LUMO gap (spin up / spin down) (eV) = 8.8 / 5.8
- HOMO level (spin up / spin down) (eV) = -8.72 / -8.62
- LUMO energy (spin up / spin down) (Ha) = 0.0013 / -0.1022


[2]
DFT (wB97M-V/def2-TZVPD) results for a single C12H8 molecule at a distorted geometry.

Element x y z (Å)
C 1.761 -0.050 1.572
C -0.672 1.710 -1.481
C 1.895 1.245 1.293
C -1.655 -0.548 -1.562
C -0.023 -0.078 0.039
C 1.090 1.818 0.483
C -0.806 -2.344 0.215
C 0.114 1.248 -0.362
C 0.201 -2.221 1.221
C -1.568 0.907 -2.080
C 0.769 -0.840 1.000
C -1.019 -1.017 -0.445
H -1.402 -3.129 0.318
H -0.615 2.688 -1.687
H 0.812 3.077 0.362
H 2.593 1.838 1.989
H -2.603 1.398 -2.557
H -2.462 -1.324 -1.902
H 2.620 -0.424 2.269
H 0.528 -3.099 1.842

- SMILES = C1=Cc2cccc3cccc1c23
- ΔE to the lowest compared entry with this formula, charge and spin (eV) = 3.970
- HOMO-LUMO gap (eV) = 8.1
- HOMO level (eV) = -8.44
- LUMO energy (Ha) = -0.0126


[3]
DFT (wB97M-V/def2-TZVPD) results for a molecular structure, C12H8Cl3DyN4OS2 at a distorted geometry.

Element x y z (Å)
Dy 0.690 -0.933 0.121
Cl 3.066 -0.301 -0.607
Cl -0.686 2.468 1.992
Cl 3.327 5.225 -0.491
S -3.262 1.206 -1.187
S -1.939 -4.989 0.469
O 1.218 0.217 1.748
N -0.406 -2.865 0.087
N -1.029 -0.129 -0.930
N 0.763 -4.809 0.589
N -0.771 2.136 -1.450
C 1.561 1.366 1.091
C -1.523 1.080 -1.193
C 2.596 3.784 0.083
C 2.617 1.377 0.134
C -1.813 -2.440 -0.204
C -0.394 -4.161 0.422
C 0.921 2.544 1.395
C 3.165 2.537 -0.283
C -3.366 -0.374 -0.534
C 1.443 3.720 0.861
C -2.692 -3.531 -0.031
C -2.113 -1.032 -0.528
H 0.939 4.631 1.132
H -4.293 -0.870 -0.188
H 0.282 2.065 -1.303
H 1.606 -4.225 0.570
H -3.760 -3.526 -0.341
H 0.904 -5.804 0.860
H -1.106 3.117 -1.406
H 4.055 2.517 -0.878

- ΔE to the lowest compared entry with this formula, charge and spin (eV) = 0.000
- spin multiplicity = 6
- HOMO-LUMO gap (spin up / spin down) (eV) = 7.5 / 7.7
- charge = +2
- HOMO level (spin up / spin down) (eV) = -14.49 / -14.49
- LUMO energy (spin up / spin down) (Ha) = -0.2554 / -0.2501


[4]
DFT (wB97M-V/def2-TZVPD) results for a molecular structure, C12H8N4O4SSr at a distorted geometry.

Element x y z (Å)
Sr 0.141 -0.275 -0.144
S 2.334 -2.122 0.356
O -3.576 5.878 1.813
O 1.338 1.048 1.192
O 2.037 2.831 0.024
O -1.389 6.382 2.122
N 2.403 -0.047 -1.387
N -1.199 1.820 0.113
N 4.287 -0.374 -0.058
N -0.728 -0.693 3.338
C 3.037 -0.782 -0.408
C -1.946 4.327 1.142
C -0.608 3.944 1.086
C 4.942 0.643 -0.644
C 4.353 1.338 -1.644
C 3.035 0.963 -1.940
C -2.345 5.670 1.741
C -2.483 2.227 0.132
C -2.891 3.437 0.640
C -1.039 -1.008 2.272
C 1.166 2.206 0.612
C -0.279 2.702 0.602
H 2.472 1.540 -2.666
H 5.931 0.857 -0.262
H -0.428 -0.394 4.245
H -3.930 3.738 0.676
H 4.704 -0.880 0.712
H 0.133 4.643 1.450
H 4.833 2.177 -2.119
H -3.203 1.528 -0.279

- ΔE to the lowest compared entry with this formula, charge and spin (eV) = 0.000
- HOMO-LUMO gap (eV) = 5.6
- HOMO level (eV) = -7.14
- LUMO energy (Ha) = -0.0551


[5]
DFT (wB97M-V/def2-TZVPD) results for a molecular structure, C12H9AsAuCl2N3OS4.

Element x y z (Å)
Au 0.767 1.061 0.880
As -1.021 2.751 3.199
Cl 2.832 3.306 -1.272
Cl 3.452 -2.068 -0.664
S 0.051 3.555 4.801
S -3.093 3.122 3.093
S -0.530 0.593 2.785
S -0.051 3.205 1.206
O -4.912 -3.739 0.006
N 1.973 0.500 -0.488
N -2.682 -4.067 -0.114
N -2.053 0.045 -0.429
C -2.921 0.842 0.188
C 3.188 0.626 -0.952
C -3.788 -3.264 -0.028
C 5.052 1.936 -1.928
C -3.516 -1.803 0.008
C 3.785 1.854 -1.399
C 5.851 0.806 -2.074
C 4.059 -0.500 -1.144
C 5.326 -0.418 -1.671
C -4.443 -0.947 0.599
C -2.350 -1.245 -0.503
C -4.137 0.394 0.697
H 5.903 -1.330 -1.764
H -5.361 -1.358 0.998
H -4.779 1.094 1.212
H -1.784 -3.703 0.156
H -1.614 -1.864 -1.009
H 6.850 0.878 -2.483
H -2.845 -5.051 0.011
H -2.622 1.876 0.317
H 5.413 2.912 -2.229

- ΔE to the lowest compared entry with this formula, charge and spin (eV) = 0.055
- HOMO-LUMO gap (spin up / spin down) (eV) = 6.0 / 6.0
- charge = -2
- HOMO level (spin up / spin down) (eV) = -1.69 / -1.69
- LUMO energy (spin up / spin down) (Ha) = 0.1577 / 0.1574


[6]
DFT (wB97M-V/def2-TZVPD) results for a single C12H9Cl2NO3 molecule at a distorted geometry.

Element x y z (Å)
Cl -1.529 -2.420 1.874
Cl 2.449 -4.059 5.212
O -1.103 -0.335 -2.107
O -1.304 1.972 -2.334
O 0.202 0.260 1.864
N -3.206 3.775 -4.418
C 2.387 -1.572 4.061
C 0.671 -0.791 2.568
C -2.443 2.957 -4.145
C 0.556 -3.065 3.506
C 1.856 -0.569 3.237
C -0.004 -2.037 2.708
C -1.540 1.871 -3.750
C 1.736 -2.809 4.214
C -0.198 1.983 -4.510
C -0.569 1.018 -0.298
C -0.969 0.829 -1.693
C -0.189 0.017 0.563
H 0.297 0.987 -4.458
H 2.318 0.420 3.250
H -2.098 0.960 -3.988
H 0.053 -4.040 3.590
H -0.304 2.251 -5.563
H -0.561 2.028 -0.012
H 3.342 -1.412 4.526
H -0.224 -0.968 0.134
H 0.371 2.751 -4.033

- SMILES = C[C@H](C#N)OC(=O)/C=C/Oc1ccc(Cl)cc1Cl
- ΔE to the lowest compared entry with this formula, charge and spin (eV) = 0.142
- HOMO-LUMO gap (eV) = 9.4
- HOMO level (eV) = -9.27
- LUMO energy (Ha) = 0.0062


[7]
DFT (wB97M-V/def2-TZVPD) results for a molecular structure, C12H9Cl5NO5Re.

Element x y z (Å)
Re 0.260 0.402 0.278
Cl 4.438 -1.178 3.192
Cl 2.521 0.758 1.470
Cl 0.663 -5.028 2.639
Cl -1.071 -3.098 0.954
Cl 3.416 -4.112 3.774
O -1.789 -0.212 0.484
O -0.627 4.295 0.739
O -0.290 2.097 1.129
O 1.544 -0.386 -3.473
O 1.155 -0.470 -1.266
N -0.754 1.453 -1.371
C -0.330 2.869 -1.163
C -2.229 1.354 -1.198
C 2.094 -0.898 1.916
C -0.299 0.885 -2.668
C -0.442 3.195 0.328
C 1.220 -3.438 2.358
C 0.446 -2.545 1.611
C 2.458 -3.032 2.868
C 2.921 -1.732 2.635
C -2.588 -0.020 -0.716
C 0.867 -1.245 1.400
C 0.911 -0.044 -2.525
H -2.534 2.083 -0.447
H -0.935 3.565 -1.746
H -1.831 -1.146 0.768
H -3.644 -0.067 -0.453
H -2.738 1.589 -2.135
H 0.713 2.969 -1.474
H -1.101 0.274 -3.086
H -0.076 1.671 -3.388
H -2.351 -0.808 -1.434

- ΔE to the lowest compared entry with this formula, charge and spin (eV) = 0.000
- spin multiplicity = 4
- HOMO-LUMO gap (spin up / spin down) (eV) = 7.7 / 7.4
- charge = +1
- HOMO level (spin up / spin down) (eV) = -12.25 / -12.76
- LUMO energy (spin up / spin down) (Ha) = -0.1664 / -0.1974


[8]
DFT (wB97M-V/def2-TZVPD) results for a single C12H9ClN2 molecule at a distorted geometry.

Element x y z (Å)
Cl 4.768 0.410 -0.575
N 0.928 1.107 0.227
N 3.111 -0.083 -0.574
C -0.467 -0.939 -0.276
C -0.644 2.675 -0.067
C -0.212 0.432 -0.121
C 2.243 0.587 0.447
C -2.784 -0.336 -0.788
C 1.774 -1.995 0.241
C 0.492 -2.015 -0.130
C -1.776 -1.279 -0.618
C 2.627 -0.837 0.576
C -2.527 1.008 -0.636
C 0.659 2.455 0.233
C -1.232 1.399 -0.302
H 1.434 3.161 0.468
H -2.019 -2.324 -0.746
H -3.777 -0.672 -1.049
H 3.361 -1.055 1.350
H 0.073 -2.990 -0.347
H -3.305 1.746 -0.769
H 2.798 1.266 1.094
H 2.307 -2.936 0.277
H -1.144 3.622 -0.117

- SMILES = ClN1[C@@H]2C=Cc3cccc4ccn(c34)[C@@H]21
- HOMO-LUMO gap (eV) = 8.4
- HOMO level (eV) = -8.03
- LUMO energy (Ha) = 0.0131